This record from the OMol25 dataset describes the molecule C3H7N3O2 at a distorted geometry. The level of theory is ωB97M-V with the def2-TZVPD basis set.

Computed properties:
orbital gap = 9.396 eV
highest occupied orbital energy = -8.7 eV
SMILES = [H]/N=C(/N)[C@H](N)C(=O)O
ΔE to the lowest compared entry with this formula, charge and spin = 42.6 kcal per mole
E_tot = -433.25482 Ha

```
! wB97M-V def2-TZVPD RIJCOSX def2/J DEFGRID3
* xyz 0 1
H 0.236 2.350 0.032
N 0.718 1.656 -0.527
C 1.017 0.499 -0.078
N 2.016 -0.232 -0.612
C -0.099 -0.283 0.614
N 0.097 -1.713 0.541
C -1.325 0.293 -0.240
O -1.907 -0.391 -1.051
O -1.895 1.374 0.335
H 2.061 -1.202 -0.343
H 2.724 0.252 -1.137
H -0.200 0.090 1.634
H -0.434 -2.187 1.263
H -0.250 -2.045 -0.357
H -2.759 1.539 -0.075
*
```

Löwdin atomic charge list, values in e, 4 entries: H 0.050; N 0.097; C -0.479; N 0.153


This record from the OMol25 dataset describes the molecule C22H24ClF2N3O4S at a distorted geometry. The level of theory is ωB97M-V with the def2-TZVPD basis set.

Computed properties:
orbital gap = 8.535 eV
highest occupied orbital energy = -8.2 eV
E_tot = -2376.13043 Ha

```
! wB97M-V def2-TZVPD RIJCOSX def2/J DEFGRID3
* xyz 0 1
C 0.182 4.395 0.218
H -0.228 4.989 -0.597
H 0.897 5.007 0.760
H -0.624 4.128 0.900
C 0.874 3.142 -0.317
N -0.148 2.358 -1.024
C 0.031 1.167 -1.612
O 1.082 0.560 -1.656
C -1.247 0.586 -2.241
N -1.824 -0.410 -1.352
C -1.465 -1.710 -1.531
O -0.842 -2.082 -2.507
C -1.750 -2.627 -0.384
H -2.639 -2.369 0.183
H -1.764 -3.666 -0.698
S -0.296 -2.438 0.812
O -0.045 -1.001 0.896
C 0.992 -3.126 -0.328
C 2.336 -2.692 0.223
O 2.959 -3.394 0.992
N 2.712 -1.469 -0.218
C 3.878 -0.770 0.102
C 4.168 0.366 -0.654
C 5.290 1.124 -0.386
C 6.128 0.729 0.641
C 5.870 -0.400 1.396
C 4.741 -1.152 1.126
H 4.529 -2.036 1.703
H 6.547 -0.682 2.186
F 7.228 1.470 0.913
H 5.523 2.006 -0.962
H 3.500 0.645 -1.454
H 2.083 -0.963 -0.836
H 0.819 -2.770 -1.342
H 0.900 -4.208 -0.266
C -2.751 0.039 -0.381
C -4.098 -0.262 -0.563
C -5.043 0.190 0.344
C -4.623 0.955 1.428
C -3.286 1.257 1.614
C -2.346 0.799 0.710
H -1.296 0.981 0.867
H -2.997 1.838 2.474
F -5.524 1.408 2.313
Cl -6.712 -0.187 0.130
H -4.410 -0.852 -1.411
H -0.963 0.064 -3.160
H -1.988 1.359 -2.457
H -1.070 2.765 -1.045
C 1.976 3.531 -1.305
H 2.421 2.640 -1.733
H 1.567 4.138 -2.110
H 2.750 4.098 -0.796
C 1.447 2.321 0.840
H 2.263 2.862 1.312
H 1.826 1.371 0.479
H 0.683 2.123 1.587
*
```

Löwdin atomic charge list, values in e, 4 entries: C -0.036; H 0.086; H 0.091; H 0.081


This record from the OMol25 dataset describes a structure of composition C38H51CuFN5O5P. The level of theory is ωB97M-V with the def2-TZVPD basis set.

Computed properties:
orbital gap (spin up / spin down) = 7.704 / 7.720 eV
highest occupied orbital energy (spin up / spin down) = -12.6 / -12.6 eV
E_tot = -4209.86233 Ha
expectation value of S² = 0.75

```
! wB97M-V def2-TZVPD RIJCOSX def2/J DEFGRID3
* xyz 2 2
Cu -0.131 -0.327 1.991
O 1.994 -1.265 8.435
C 0.691 -0.798 8.166
C 0.475 -0.792 6.682
C -0.795 -0.927 6.135
C -0.943 -0.836 4.764
N 0.090 -0.635 3.951
C 1.331 -0.580 4.454
C 1.554 -0.635 5.820
C 2.416 -0.478 3.454
C 3.763 -0.533 3.774
C 4.709 -0.452 2.759
C 6.181 -0.492 3.096
O 6.511 0.379 4.156
C 4.261 -0.330 1.450
C 2.899 -0.296 1.208
N 2.002 -0.363 2.184
H 2.106 -1.373 9.383
H 0.565 0.235 8.520
H -0.077 -1.410 8.649
H -1.655 -1.104 6.766
H -1.911 -0.941 4.292
H 2.548 -0.576 6.235
H 4.093 -0.641 4.797
H 6.773 -0.292 2.198
H 6.433 -1.495 3.446
H 6.505 1.290 3.845
H 4.964 -0.268 0.630
H 2.497 -0.206 0.207
F 1.579 1.673 -4.214
C 0.843 0.572 -3.927
C 0.636 0.301 -2.608
C -0.139 -0.790 -2.203
C -0.399 -1.025 -0.784
O 0.048 -0.185 0.051
C -1.156 -2.189 -0.494
C -1.617 -2.959 -1.522
N -1.402 -2.727 -2.829
C -1.918 -3.655 -3.814
C -0.952 -4.500 -4.598
C -1.819 -5.123 -3.549
C -0.663 -1.622 -3.204
C -0.446 -1.319 -4.553
C 0.297 -0.219 -4.966
N 0.478 0.076 -6.314
C -0.302 -0.547 -7.362
C 0.625 -1.271 -8.337
N 1.762 -0.350 -8.736
C 1.524 1.066 -8.310
C 1.387 1.122 -6.794
C -1.492 -2.722 0.907
O -2.171 -3.735 0.949
O -1.032 -2.080 1.910
H 1.072 0.960 -1.870
H -2.206 -3.828 -1.259
H -2.801 -3.288 -4.324
H 0.102 -4.396 -4.373
H -1.173 -4.693 -5.639
H -1.339 -5.447 -2.636
H -2.649 -5.745 -3.850
H -0.876 -1.989 -5.280
H -0.908 0.194 -7.890
H -0.998 -1.273 -6.959
H 0.088 -1.581 -9.231
H 1.057 -2.146 -7.859
H 1.910 -0.390 -9.745
H 2.629 -0.670 -8.303
H 0.639 1.429 -8.825
H 2.368 1.680 -8.617
H 1.048 2.126 -6.529
H 2.374 0.985 -6.350
C -2.479 3.994 3.569
C -1.872 2.595 3.686
C -0.602 2.659 4.545
P -1.556 1.713 2.065
C -1.141 3.096 0.885
C -1.415 2.725 -0.571
C 0.328 3.486 1.083
C -3.221 1.111 1.483
C -3.756 0.006 2.400
C -4.289 2.185 1.282
H -2.788 4.331 4.560
H -3.351 4.026 2.921
H -1.744 4.710 3.198
H -2.590 1.944 4.197
H 0.105 3.389 4.150
H -0.094 1.697 4.596
H -0.856 2.967 5.560
H -1.778 3.944 1.141
H -0.893 1.810 -0.835
H -1.062 3.527 -1.223
H -2.480 2.585 -0.761
H 0.974 2.612 0.966
H 0.503 3.906 2.073
H 0.624 4.236 0.348
H -2.986 0.662 0.511
H -4.049 0.411 3.372
H -3.025 -0.785 2.548
H -4.642 -0.447 1.954
H -4.632 2.574 2.240
H -5.152 1.740 0.784
H -3.939 3.015 0.667
*
```

Löwdin atomic charge list, values in e, 4 entries: Cu 0.504; O -0.040; C -0.200; C -0.152


This record from the OMol25 dataset describes a structure of composition C5H8O at a distorted geometry. The level of theory is ωB97M-V with the def2-TZVPD basis set.

Computed properties:
orbital gap = 10.422 eV
highest occupied orbital energy = -9.3 eV
ΔE to the lowest compared entry with this formula, charge and spin = 59.8 kcal per mole
E_tot = -270.46266 Ha

```
! wB97M-V def2-TZVPD RIJCOSX def2/J DEFGRID3
* xyz 0 1
C -0.594 1.111 -0.251
C 0.555 0.523 -1.088
C 0.086 -0.918 -0.604
O 0.871 -1.584 0.380
C 0.347 -0.687 1.388
C -0.799 -0.227 0.456
H -0.374 1.988 0.354
H -1.470 1.303 -0.881
H 1.576 0.710 -0.760
H 0.495 0.763 -2.167
H -0.041 -1.365 -1.570
H 1.082 0.095 1.629
H 0.064 -1.200 2.316
H -1.798 -0.512 0.797
*
```

Löwdin atomic charge list, values in e, 4 entries: C -0.154; C -0.114; C -0.269; O -0.073


This record from the OMol25 dataset describes a cluster of 2 separate species, C9H16N3O in total at a distorted geometry. The level of theory is ωB97M-V with the def2-TZVPD basis set.

Computed properties:
orbital gap = 9.181 eV
highest occupied orbital energy = -11.8 eV
ΔE to the lowest compared entry with this formula, charge and spin = 43.2 kcal per mole
E_tot = -591.78682 Ha

```
! wB97M-V def2-TZVPD RIJCOSX def2/J DEFGRID3
* xyz 1 1
C 0.215 0.635 3.395
C 1.070 1.566 1.325
N 0.265 0.646 1.943
N 1.327 2.816 1.878
N 1.682 1.286 0.118
H -0.046 -0.277 1.511
H 0.813 3.138 2.682
H 1.875 3.487 1.444
H 1.721 0.314 -0.249
H 2.123 1.975 -0.412
H -0.146 1.622 3.878
H 1.140 0.372 3.861
H -0.373 -0.243 3.732
C 0.264 0.294 -3.411
C -1.551 -0.768 -2.159
C -0.204 -0.650 -2.277
C -2.146 -1.286 -1.081
C 0.595 -1.257 -1.332
C -1.361 -1.927 -0.129
C 0.062 -1.988 -0.234
O -2.067 -2.312 1.002
H -2.207 -0.310 -2.897
H -3.276 -1.522 -1.117
H -0.395 0.125 -4.175
H 1.121 -0.111 -3.834
H 1.574 -1.498 -1.560
H 0.619 -2.736 0.493
H -2.922 -2.709 0.697
H 0.227 1.318 -3.093
*
```

Löwdin atomic charge list, values in e, 4 entries: C -0.071; C -0.319; N 0.039; N 0.209


This record from the OMol25 dataset describes a structure of composition C10H9NSSn at a distorted geometry. The level of theory is ωB97M-V with the def2-TZVPD basis set.

Computed properties:
orbital gap (spin up / spin down) = 3.866 / 3.869 eV
highest occupied orbital energy (spin up / spin down) = -15.7 / -15.7 eV
ΔE to the lowest compared entry with this formula, charge and spin = 24.4 kcal per mole
E_tot = -1052.96435 Ha

```
! wB97M-V def2-TZVPD RIJCOSX def2/J DEFGRID3
* xyz 2 1
Sn 1.667 0.296 -0.710
C 0.691 -2.284 0.859
C 1.349 -1.621 1.927
C 2.763 -1.548 1.639
C 2.980 -2.227 0.475
C 1.664 -2.718 -0.020
H -0.343 -2.587 0.862
H 0.904 -1.389 2.884
H 3.507 -1.183 2.328
H 3.927 -2.531 0.053
H 1.555 -3.456 -0.804
S 0.909 2.463 0.527
C -0.622 2.158 -0.270
C -1.739 2.982 -0.164
C -2.907 2.600 -0.813
C -2.919 1.422 -1.554
C -1.751 0.667 -1.633
N -0.631 1.022 -1.011
H -1.683 3.902 0.400
H -3.798 3.208 -0.729
H -3.815 1.083 -2.056
H -1.709 -0.259 -2.193
*
```

Löwdin atomic charge list, values in e, 4 entries: Sn 1.316; C -0.092; C 0.080; C -0.092


This record from the OMol25 dataset describes a cluster of 5 separate species, C24H59O5S in total at a distorted geometry. The level of theory is ωB97M-V with the def2-TZVPD basis set.

Computed properties:
orbital gap = 7.594 eV
highest occupied orbital energy = -10.6 eV
E_tot = -1723.83990 Ha

```
! wB97M-V def2-TZVPD RIJCOSX def2/J DEFGRID3
* xyz 1 1
C 0.791 5.707 -1.401
C 2.269 5.821 -0.989
C 2.526 5.358 0.442
C 3.911 5.816 0.878
C 4.402 5.082 2.125
S 5.916 5.877 2.787
C 7.370 4.743 2.528
O 8.146 5.020 1.444
C 7.548 4.866 0.157
C 6.981 3.473 -0.129
H 0.195 5.629 -0.501
H 0.500 6.604 -1.930
H 0.604 4.850 -2.033
H 2.574 6.859 -1.103
H 2.922 5.253 -1.648
H 1.771 5.796 1.088
H 2.429 4.275 0.455
H 4.612 5.658 0.063
H 3.847 6.874 1.117
H 3.655 5.134 2.905
H 4.698 4.061 1.922
H 6.143 6.930 1.984
H 6.980 3.726 2.574
H 7.977 4.912 3.408
H 6.802 5.638 -0.025
H 8.345 5.061 -0.546
H 7.235 3.162 -1.132
H 5.894 3.489 -0.075
H 7.347 2.748 0.586
C -1.767 0.966 -3.851
C -1.310 1.045 -2.405
O -1.470 2.322 -1.813
C -2.800 2.815 -1.753
C -3.749 1.930 -0.963
H -1.240 1.703 -4.459
H -1.565 -0.027 -4.254
H -2.836 1.154 -3.954
H -0.241 0.831 -2.355
H -1.810 0.283 -1.797
H -3.187 2.994 -2.762
H -2.724 3.789 -1.268
H -3.873 0.948 -1.421
H -4.733 2.395 -0.908
H -3.379 1.778 0.052
C 0.387 -1.097 -0.084
C -0.352 -0.295 0.974
O -1.464 -0.968 1.528
C -1.200 -2.203 2.182
C -0.249 -2.086 3.360
H -0.303 -1.389 -0.876
H 1.192 -0.504 -0.520
H 0.829 -2.007 0.323
H -0.758 0.612 0.522
H 0.339 0.031 1.763
H -0.835 -2.946 1.464
H -2.168 -2.560 2.532
H 0.745 -1.753 3.056
H -0.140 -3.055 3.846
H -0.633 -1.372 4.090
C -5.875 -3.739 1.583
C -4.372 -3.938 1.475
O -3.758 -4.386 2.672
C -4.199 -5.637 3.166
C -3.977 -6.793 2.204
H -6.112 -3.040 2.386
H -6.267 -3.341 0.646
H -6.399 -4.673 1.790
H -3.900 -2.981 1.249
H -4.126 -4.608 0.644
H -5.251 -5.582 3.466
H -3.623 -5.808 4.076
H -4.550 -6.676 1.283
H -4.283 -7.730 2.669
H -2.923 -6.866 1.933
C -1.021 -6.858 -2.485
C -2.347 -6.117 -2.433
O -2.379 -5.059 -1.492
C -1.448 -4.013 -1.667
C -1.577 -3.269 -2.986
H -0.764 -7.247 -1.499
H -1.086 -7.692 -3.184
H -0.204 -6.213 -2.813
H -3.133 -6.804 -2.120
H -2.626 -5.754 -3.429
H -0.425 -4.383 -1.527
H -1.646 -3.325 -0.843
H -1.368 -3.911 -3.842
H -0.871 -2.437 -3.017
H -2.588 -2.874 -3.103
*
```

Löwdin atomic charge list, values in e, 4 entries: C -0.079; C -0.257; C -0.217; C -0.270


This record from the OMol25 dataset describes a cluster of 2 separate species, C16H27N3O5 in total at a distorted geometry. The level of theory is ωB97M-V with the def2-TZVPD basis set.

Computed properties:
orbital gap = 8.778 eV
highest occupied orbital energy = -8.6 eV
SMILES = CNC(=O)[C@@H](NC(C)=O)C(C)C.Cc1ncc(CO)c(CO)c1O
ΔE to the lowest compared entry with this formula, charge and spin = 51.9 kcal per mole
E_tot = -1166.37817 Ha

```
! wB97M-V def2-TZVPD RIJCOSX def2/J DEFGRID3
* xyz 0 1
C 1.010 -3.112 -0.797
N 2.245 -2.332 -0.902
C 2.726 -1.442 -0.028
O 3.831 -0.944 -0.220
C 1.910 -1.054 1.214
N 2.810 -0.610 2.294
C 2.679 -0.917 3.583
C 3.736 -0.369 4.512
O 1.770 -1.609 4.024
C 0.849 0.016 0.863
C -0.078 0.317 2.044
C 1.444 1.334 0.353
H 0.154 -2.463 -0.610
H 0.838 -3.653 -1.728
H 1.095 -3.832 0.019
H 2.846 -2.504 -1.694
H 1.382 -1.943 1.555
H 3.620 -0.081 2.008
H 3.736 0.718 4.456
H 4.709 -0.757 4.216
H 3.509 -0.684 5.530
H 0.223 -0.384 0.070
H -0.495 -0.614 2.429
H -0.897 0.955 1.713
H 0.469 0.819 2.841
H 2.082 1.782 1.114
H 0.638 2.027 0.110
H 2.026 1.158 -0.551
C 0.018 3.119 -3.117
C -0.750 1.916 -2.649
N -0.234 0.705 -2.917
C -0.905 -0.375 -2.500
C -2.117 -0.311 -1.798
C -2.751 -1.611 -1.368
O -2.465 -1.822 0.016
C -2.680 0.950 -1.502
C -3.976 1.033 -0.702
O -4.506 2.361 -0.540
C -1.966 2.080 -1.950
O -2.464 3.330 -1.695
H 0.935 2.816 -3.631
H 0.287 3.746 -2.263
H -0.592 3.707 -3.808
H -0.473 -1.347 -2.717
H -3.832 -1.589 -1.535
H -2.353 -2.444 -1.958
H -2.879 -2.641 0.340
H -4.738 0.424 -1.199
H -3.795 0.601 0.288
H -5.316 2.337 0.004
H -3.319 3.190 -1.215
*
```

Löwdin atomic charge list, values in e, 4 entries: C -0.063; N 0.043; C -0.454; O 0.042